No. 1
Molecular formula: C20H32AlAs3F6N2O4S7Sb
Method: DFT, ωB97M-V/def2-TZVPD

XYZ file:
```
76
Properties=species:S:1:pos:R:3:forces:R:3:lowdin_charge:R:1
Al -2.034 -1.302 0.414 -0.1 0.1 -0.5 -0.6377
C 1.542 -0.950 -2.754 0.0 0.1 -0.1 -0.3060
As 1.424 0.199 -1.184 -0.1 0.2 0.0 1.1835
C 2.208 -0.777 1.260 0.0 0.1 0.0 -0.2119
C 2.834 1.449 -1.803 0.0 0.0 0.1 -0.3523
C 2.778 2.900 -1.281 0.0 0.0 0.0 -0.7025
C 4.189 3.484 -1.437 0.0 0.0 0.0 -0.1085
C 1.817 3.749 -2.131 0.0 0.0 0.0 -0.3657
As 0.080 2.952 -2.648 0.0 0.0 0.0 1.1039
C -1.045 3.596 -1.197 0.0 -0.1 0.0 -0.3838
C -0.373 4.381 -3.921 0.0 0.0 0.0 -0.3520
C 2.385 2.886 0.205 0.0 0.0 0.0 -0.3966
As 2.681 4.518 1.290 0.0 0.0 0.0 1.1098
C 0.876 5.286 1.286 0.0 0.0 0.0 -0.3525
C 2.475 3.576 3.001 0.0 0.0 0.0 -0.3509
H 1.160 -0.360 -3.589 0.0 0.0 0.0 0.0165
H 0.906 -1.822 -2.635 0.0 -0.1 0.0 -0.0091
H 2.571 -1.246 -2.953 0.0 0.0 0.0 0.0279
H 3.089 -1.111 1.810 0.0 0.0 0.0 0.0792
H 1.383 -1.460 1.478 0.0 0.0 0.0 0.0435
H 1.926 0.216 1.625 0.0 0.0 0.0 0.0551
H 2.859 1.439 -2.896 0.0 0.0 0.0 0.0705
H 3.747 0.964 -1.445 0.0 0.0 0.0 0.0787
H 4.542 3.338 -2.461 0.0 0.0 0.0 0.0806
H 4.891 2.988 -0.761 0.0 0.0 0.0 0.0822
H 4.207 4.553 -1.216 0.0 0.0 0.0 0.0512
H 2.305 3.955 -3.090 0.0 0.0 0.0 0.0694
H 1.632 4.720 -1.659 0.0 0.0 0.0 0.0654
H -0.799 4.623 -0.932 0.0 0.0 0.0 0.0114
H -0.953 2.955 -0.322 0.0 0.1 0.0 -0.0463
H -2.086 3.554 -1.511 0.0 0.0 0.0 0.0148
H -0.261 5.362 -3.457 0.0 0.0 0.0 0.0199
H -1.408 4.254 -4.238 0.0 0.0 0.0 0.0123
H 0.273 4.318 -4.796 0.0 0.0 0.0 0.0085
H 2.991 2.125 0.709 0.0 0.0 0.0 0.0637
H 1.339 2.594 0.336 0.0 0.0 0.0 0.0479
H 0.690 5.818 0.354 0.0 0.0 0.0 -0.0017
H 0.813 6.005 2.104 0.0 0.0 0.0 0.0149
H 0.114 4.519 1.425 0.0 0.0 0.0 -0.0083
H 3.340 2.933 3.168 0.0 0.0 0.0 0.0113
H 1.568 2.970 3.000 0.0 0.0 0.0 0.0267
H 2.420 4.303 3.811 0.0 0.0 0.0 0.0113
S -5.360 0.253 1.934 0.0 0.0 0.0 -0.1806
Sb -3.337 1.160 1.494 0.1 -0.2 0.0 0.0108
S -1.609 -0.409 2.353 0.1 0.0 0.1 0.2208
S -2.721 0.440 -0.770 -0.1 0.0 -0.1 0.1942
S -2.777 3.278 1.978 0.0 0.0 0.0 -0.1724
F -0.655 -4.676 -2.464 0.1 0.0 0.1 0.1508
C -1.026 -4.894 -1.207 -0.2 -0.1 0.0 -0.6699
F -0.578 -6.072 -0.799 0.0 0.0 0.0 0.1590
F -2.362 -4.903 -1.153 0.0 0.0 0.0 0.1411
S -0.388 -3.556 -0.106 0.1 0.3 0.0 0.6189
O -1.015 -2.351 -0.782 0.1 0.1 0.5 -0.3082
O -1.011 -3.720 1.183 0.1 -0.1 -0.1 -0.2664
N 1.098 -3.565 -0.091 -0.1 -0.3 0.1 -0.3827
S 2.385 -3.898 -1.055 0.1 0.1 -0.2 0.9559
O 2.539 -0.769 -0.121 0.1 -0.2 0.1 -0.5104
O 2.250 -5.197 -1.716 -0.1 0.1 0.1 -0.4566
C 3.527 -4.281 0.430 0.0 0.0 0.0 -0.7234
F 4.658 -3.584 0.241 0.0 0.0 0.0 0.0963
F 3.039 -3.970 1.625 0.0 0.0 -0.1 0.1221
F 3.834 -5.577 0.424 0.0 0.0 0.0 0.1162
S -5.939 -3.263 -0.205 0.0 0.0 0.0 1.1099
C -4.502 -2.392 -0.441 0.0 0.0 0.0 -0.4500
N -3.626 -2.466 0.518 -0.1 0.0 0.1 -0.0295
C -4.096 -3.245 1.579 0.0 0.0 0.0 -0.2816
C -3.441 -3.499 2.783 0.0 0.0 0.1 -0.0153
C -4.076 -4.296 3.709 0.0 0.0 0.0 -0.0566
C -5.342 -4.842 3.461 0.0 0.0 0.0 -0.0820
C -6.002 -4.589 2.278 0.0 0.0 0.0 -0.0862
C -5.361 -3.781 1.343 0.0 0.0 0.0 -0.4513
H -4.343 -1.771 -1.311 0.0 0.0 0.0 0.0672
H -2.475 -3.061 2.979 0.0 0.0 0.0 0.0699
H -3.585 -4.500 4.651 0.0 0.0 0.0 0.1073
H -5.813 -5.463 4.212 0.0 0.0 0.0 0.1019
H -6.986 -4.994 2.086 0.0 0.0 0.0 0.1064
```
Forces are in eV/Å.

Output
- net charge = -1
- LUMO level (eV) = 2.0
- orbital gap (Eh) = 0.26986

---

No. 2
Molecular formula: C20H32BBr24ClNO3
Method: DFT, ωB97M-V/def2-TZVPD

XYZ file:
```
82
Properties=species:S:1:pos:R:3:forces:R:3:lowdin_spin:R:1
C 1.514 -0.189 3.258 -0.7 0.3 -0.6 0.0023
C 2.145 -0.090 1.857 -0.2 -0.3 0.9 0.0285
C 3.565 0.510 2.015 -0.1 -0.1 0.0 0.0207
C 2.172 -1.523 1.277 0.3 0.2 -0.4 -0.0004
C 1.889 -1.674 -0.246 0.3 -0.1 -0.2 0.0005
C 0.489 -2.273 -0.564 0.1 0.1 0.4 0.0005
C -0.679 -1.777 0.305 -0.3 -0.2 -0.2 0.0073
C -1.065 -2.766 1.387 -0.1 0.2 0.2 0.0006
Cl -2.329 -2.037 2.448 0.0 -0.1 0.0 0.0000
B 2.939 -2.739 -0.797 -0.1 -0.1 0.0 0.0000
O 3.171 -3.889 -0.052 -0.6 0.2 0.2 -0.0001
O 3.591 -2.555 -1.998 -0.2 0.4 0.1 0.0000
C 2.160 -0.340 -0.965 0.0 -0.1 0.5 -0.0002
C 1.505 0.925 -0.391 -0.8 0.0 -0.9 0.0274
C 0.114 1.179 -1.065 1.0 -0.1 0.6 0.0077
C 2.401 2.108 -0.764 0.2 -0.2 0.1 0.0149
N 1.273 0.820 1.073 1.3 0.3 -0.2 0.3807
O 1.026 1.938 1.639 -0.4 -0.2 0.0 0.4994
H 1.544 0.767 3.775 0.2 0.0 0.1 -0.0006
H 0.454 -0.435 3.119 0.0 -0.1 0.1 -0.0004
H 1.955 -0.987 3.844 0.3 0.1 0.0 -0.0004
H 4.313 -0.022 1.427 0.0 0.2 -0.2 0.0005
H 3.865 0.424 3.060 0.1 -0.1 0.0 0.0026
H 3.563 1.572 1.781 0.1 0.0 -0.1 0.0023
H 1.513 -2.166 1.853 -0.1 0.0 0.0 -0.0002
H 3.176 -1.900 1.487 0.0 -0.1 0.1 -0.0004
H 0.262 -2.094 -1.618 0.0 0.0 0.0 0.0000
H 0.539 -3.363 -0.451 0.0 0.0 0.0 0.0000
H -1.561 -1.636 -0.323 0.0 0.1 0.0 0.0002
H -0.481 -0.809 0.763 0.1 0.0 0.0 0.0041
H -1.478 -3.690 0.988 0.0 0.0 0.0 0.0002
H -0.254 -3.002 2.065 0.1 -0.1 -0.1 0.0000
H 2.980 -4.689 -0.545 0.5 -0.2 -0.1 0.0000
H 4.539 -2.407 -1.896 0.1 -0.4 -0.3 0.0000
H 3.245 -0.195 -0.971 0.0 0.1 0.0 -0.0002
H 1.865 -0.423 -2.012 0.1 0.0 -0.1 0.0000
H 0.260 1.924 -1.843 -0.3 -0.1 -0.2 0.0003
H -0.554 1.581 -0.312 -0.2 0.1 -0.1 -0.0007
H -0.269 0.250 -1.476 -0.3 0.1 -0.1 0.0000
H 2.007 3.058 -0.409 0.0 0.0 0.1 0.0017
H 3.426 1.960 -0.422 0.0 0.1 0.2 0.0003
H 2.441 2.129 -1.853 0.0 0.1 0.0 0.0007
C -4.139 0.135 -1.707 -0.1 0.0 0.1 0.0000
Br -3.303 0.886 -0.145 -0.2 0.0 -0.1 0.0000
Br -5.255 1.425 -2.603 0.2 -0.1 0.0 0.0000
Br -2.861 -0.643 -2.925 0.0 0.0 0.0 0.0000
H -4.778 -0.669 -1.371 0.0 0.0 0.0 0.0000
C 2.438 3.425 -5.352 0.0 0.0 0.0 0.0000
Br 1.223 2.037 -4.796 0.0 0.0 0.0 0.0000
Br 3.272 4.284 -3.845 0.0 0.0 -0.1 0.0002
Br 3.742 2.766 -6.604 0.0 0.0 0.0 0.0000
H 1.852 4.175 -5.864 0.0 0.0 0.0 0.0000
C -7.066 4.676 -5.372 0.0 0.0 0.0 0.0000
Br -7.395 3.688 -3.754 -0.1 0.1 -0.1 0.0000
Br -6.120 3.605 -6.661 0.0 0.0 0.0 0.0000
Br -8.688 5.401 -6.107 0.0 0.0 0.0 0.0000
H -6.426 5.508 -5.116 0.0 0.0 0.0 0.0000
C -5.225 -2.109 5.630 0.0 0.0 0.0 0.0000
Br -6.165 -2.294 7.298 0.0 0.0 0.0 0.0000
Br -6.415 -1.672 4.184 0.0 0.0 0.0 0.0000
Br -3.789 -0.838 5.767 -0.2 0.2 0.0 0.0000
H -4.778 -3.067 5.403 0.0 0.0 0.0 0.0000
C 7.958 -2.460 -3.029 0.0 0.1 -0.1 0.0000
Br 6.987 -2.408 -1.363 0.1 0.0 0.1 0.0000
Br 6.872 -1.831 -4.485 0.0 0.0 0.0 0.0000
Br 9.615 -1.496 -2.899 0.0 0.0 0.0 0.0000
H 8.198 -3.495 -3.224 0.0 0.0 0.0 0.0000
C -0.832 -2.665 5.820 0.0 0.0 0.0 0.0000
Br -2.082 -4.066 6.242 0.1 -0.1 0.0 0.0000
Br -0.151 -1.812 7.401 0.0 0.0 0.0 0.0000
Br 0.587 -3.302 4.688 0.0 -0.3 0.2 0.0000
H -1.371 -1.921 5.252 0.0 0.0 -0.1 0.0000
C -6.751 4.474 -10.620 0.0 0.0 0.0 0.0000
Br -8.369 3.921 -11.502 0.0 0.0 0.0 0.0000
Br -5.203 4.180 -11.724 0.0 0.0 0.0 0.0000
Br -6.860 6.299 -10.022 0.0 0.0 0.0 0.0000
H -6.640 3.859 -9.738 0.0 0.0 0.0 0.0000
C 1.014 0.143 11.013 0.0 0.0 0.0 0.0000
Br 0.431 -1.667 11.306 0.0 0.0 0.0 0.0000
Br 2.338 0.245 9.619 0.0 0.0 0.0 0.0000
Br -0.470 1.315 10.662 0.0 0.0 0.0 0.0000
H 1.484 0.481 11.926 0.0 0.0 0.0 0.0000
```
Forces are in eV/Å.

Output
- net charge = 0
- ⟨S²⟩ = 0.7540
- LUMO level (alpha / beta) (eV) = -0.3 / -0.3
- orbital gap (alpha / beta) (Eh) = 0.28428 / 0.32932
- 2S+1 = 2

---

No. 3
Molecular formula: C20H32BF3GaO7
Method: DFT, ωB97M-V/def2-TZVPD

XYZ file:
```
64
Properties=species:S:1:pos:R:3:forces:R:3:lowdin_charge:R:1
C -2.325 -4.046 1.252 0.3 -0.1 -0.2 -0.0809
C -1.347 -2.904 1.541 -0.4 -0.1 0.2 -0.2752
O -1.507 -1.780 0.688 0.5 -0.1 -0.1 -0.0416
B -0.926 -1.838 -0.582 -0.2 0.1 0.0 -0.6273
O -1.299 -2.948 -1.330 0.1 -0.1 0.0 0.0689
Ga 0.461 -0.465 -1.426 -0.2 0.3 0.3 0.5250
C -0.133 1.497 -1.198 0.3 -0.1 -0.4 -0.2592
C 0.468 2.523 -2.182 0.0 -0.1 0.2 -0.1989
C 0.472 2.119 -3.632 -0.1 -0.1 0.1 -0.5597
O 1.360 2.328 -4.409 -0.1 0.2 -0.1 0.0950
O -0.700 1.545 -4.054 0.2 -0.2 -0.3 0.0179
C 2.327 -0.594 -0.600 -0.1 -0.1 -0.5 -0.2431
O 2.244 -0.959 0.799 -0.1 0.2 0.1 -0.1501
C 3.334 -0.716 1.568 0.1 0.1 0.0 -0.2326
C 4.611 -1.064 1.120 0.1 0.1 0.1 0.0253
C 5.751 -0.817 1.878 -0.2 0.0 0.2 -0.2852
C 7.114 -1.185 1.353 -0.1 0.1 0.0 -0.0626
C 5.593 -0.213 3.125 -0.2 -0.1 -0.2 -0.0680
C 4.320 0.124 3.572 0.1 -0.2 -0.1 -0.0483
C 3.166 -0.117 2.826 0.1 -0.2 0.1 -0.1285
C 1.844 0.346 3.419 -0.1 -0.1 -0.2 -0.3613
C 0.610 -0.496 3.094 -0.2 0.1 0.2 -0.0693
C 1.590 1.809 3.023 0.2 -0.2 -0.2 -0.0531
H -1.901 -4.754 0.540 0.0 0.0 0.0 0.0643
H -2.570 -4.587 2.168 -0.1 0.0 0.0 0.0641
H -3.227 -3.646 0.792 -0.1 0.0 0.2 0.0785
H -0.315 -3.267 1.500 0.0 0.0 0.0 0.1202
H -1.509 -2.542 2.559 0.0 0.1 0.0 0.1054
H -0.882 -2.880 -2.194 0.0 0.0 0.0 0.0524
H 0.541 -0.793 -3.021 0.0 0.0 0.0 -0.0124
H -1.223 1.576 -1.208 0.0 0.0 0.1 0.0350
H 0.218 1.782 -0.204 -0.2 0.0 0.1 0.0307
H -0.107 3.458 -2.141 0.1 0.1 -0.1 0.1132
H 1.498 2.773 -1.926 0.0 0.0 0.0 0.1082
H -0.865 0.787 -3.470 0.0 0.1 0.2 0.0441
H 2.834 0.375 -0.682 0.1 0.0 0.1 0.0695
H 2.927 -1.324 -1.153 0.1 0.0 0.1 0.0443
H 4.710 -1.529 0.146 0.0 0.0 0.0 0.1146
H 7.070 -2.108 0.776 0.1 -0.1 0.0 0.0726
H 7.499 -0.408 0.687 0.0 0.0 0.0 0.0777
H 7.826 -1.299 2.170 0.0 -0.1 0.0 0.0674
H 6.463 -0.018 3.742 0.0 0.0 0.0 0.0972
H 4.211 0.596 4.543 0.0 0.0 0.0 0.1076
H 1.974 0.286 4.504 0.1 0.2 0.0 0.1217
H 0.699 -1.514 3.480 0.1 0.0 -0.1 0.0825
H -0.258 -0.044 3.587 0.0 0.0 0.0 0.0834
H 0.390 -0.530 2.031 0.1 -0.1 0.0 0.0622
H 1.244 1.834 1.986 -0.1 0.1 0.0 0.0715
H 0.838 2.268 3.665 -0.1 0.0 0.0 0.0740
H 2.513 2.388 3.068 0.0 0.1 0.1 0.0747
C -3.811 1.786 -3.714 -0.1 -0.1 0.2 -0.0602
C -5.266 2.189 -3.755 0.1 0.2 -0.2 -0.1890
O -6.090 1.301 -2.961 0.0 0.0 0.1 0.0323
C -6.156 1.569 -1.669 -0.1 0.0 -0.1 -0.4082
O -5.645 2.472 -1.078 0.0 0.1 0.0 0.1729
C -7.090 0.548 -0.981 0.1 0.1 0.0 -0.5512
F -6.849 -0.698 -1.390 0.0 0.0 0.0 0.1712
F -8.367 0.844 -1.281 -0.1 0.0 0.0 0.1533
F -6.951 0.601 0.337 0.0 0.0 0.0 0.1753
H -3.694 0.750 -4.034 0.0 0.0 -0.1 0.0899
H -3.226 2.418 -4.379 0.0 0.0 0.0 0.0809
H -3.397 1.879 -2.711 0.0 0.1 0.0 0.0769
H -5.670 2.100 -4.762 0.0 -0.1 0.0 0.1220
H -5.415 3.211 -3.409 0.0 0.0 0.1 0.1220
```
Forces are in eV/Å.

Output
- net charge = -1
- LUMO level (eV) = 2.6
- orbital gap (Eh) = 0.27399

---

No. 4
Molecular formula: C20H32ClN3O2S
Method: DFT, ωB97M-V/def2-TZVPD

XYZ file:
```
59
Properties=species:S:1:pos:R:3:forces:R:3:lowdin_charge:R:1
C 2.585 0.013 -4.617 0.0 0.0 0.0 -0.1189
C 1.308 0.235 -3.816 0.0 0.0 0.0 -0.2800
C 1.525 0.091 -2.314 0.0 0.0 0.0 -0.2404
C 0.242 0.291 -1.514 0.0 0.0 0.0 -0.2212
C 0.442 0.296 -0.001 0.0 0.0 0.0 -0.2031
C 1.036 -0.998 0.528 0.0 0.0 0.0 -0.1867
N 1.078 -0.975 1.982 0.0 0.0 0.0 0.0800
C 1.676 -1.972 2.675 0.0 0.0 0.0 -0.4628
O 2.080 -2.988 2.143 0.0 0.0 0.0 0.0837
C 1.845 -1.685 4.175 0.0 0.0 0.0 -0.2177
C 3.237 -1.101 4.342 0.0 0.0 0.0 -0.1826
C 4.347 -1.897 4.089 0.0 0.0 0.0 0.0159
C 5.633 -1.384 4.208 0.0 0.0 0.0 -0.2488
C 6.827 -2.258 3.935 0.0 0.0 0.0 -0.0429
C 5.797 -0.053 4.583 0.0 0.0 0.0 -0.0693
C 4.686 0.732 4.832 0.0 0.0 0.0 -0.6521
Cl 4.902 2.393 5.302 0.0 0.0 0.0 0.6618
C 3.403 0.225 4.718 0.0 0.0 0.0 -0.0637
N 1.669 -2.883 4.976 0.0 0.0 0.0 -0.1043
C 1.913 -2.580 6.386 0.0 0.0 0.0 -0.1762
C 1.546 -3.702 7.359 0.0 0.0 0.0 -0.1812
C 0.162 -3.552 7.985 0.0 0.0 0.0 -0.2590
S -1.223 -3.888 6.926 0.0 0.0 0.0 0.6510
N -1.147 -5.397 6.757 0.0 0.0 0.0 -0.2110
O -2.398 -3.216 7.449 0.0 0.0 0.0 -0.3636
C -0.831 -3.035 5.393 0.0 0.0 0.0 -0.2159
C 0.422 -3.591 4.705 0.0 0.0 0.0 -0.1865
H 2.410 0.121 -5.688 0.0 0.0 0.0 0.0674
H 3.355 0.732 -4.330 0.0 0.0 0.0 0.0715
H 2.986 -0.987 -4.443 0.0 0.0 0.0 0.0719
H 0.907 1.231 -4.027 0.0 0.0 0.0 0.1079
H 0.542 -0.478 -4.137 0.0 0.0 0.0 0.1096
H 1.947 -0.898 -2.111 0.0 0.0 0.0 0.1108
H 2.276 0.819 -1.985 0.0 0.0 0.0 0.1217
H -0.218 1.238 -1.810 0.0 0.0 0.0 0.1132
H -0.474 -0.494 -1.780 0.0 0.0 0.0 0.1172
H 1.097 1.130 0.277 0.0 0.0 0.0 0.1176
H -0.521 0.470 0.489 0.0 0.0 0.0 0.1139
H 0.440 -1.855 0.202 0.0 0.0 0.0 0.1330
H 2.047 -1.157 0.146 0.0 0.0 0.0 0.1225
H 0.857 -0.115 2.455 0.0 0.0 0.0 0.1341
H 1.118 -0.900 4.460 0.0 0.0 0.0 0.1410
H 4.188 -2.926 3.789 0.0 0.0 0.0 0.1335
H 7.754 -1.686 3.966 0.0 0.0 0.0 0.0747
H 6.898 -3.057 4.674 0.0 0.0 0.0 0.0850
H 6.747 -2.727 2.954 0.0 0.0 0.0 0.0847
H 6.787 0.374 4.681 0.0 0.0 0.0 0.1101
H 2.550 0.857 4.930 0.0 0.0 0.0 0.1113
H 2.973 -2.349 6.488 0.0 0.0 0.0 0.1203
H 1.376 -1.663 6.692 0.0 0.0 0.0 0.1270
H 1.653 -4.682 6.894 0.0 0.0 0.0 0.1171
H 2.259 -3.674 8.185 0.0 0.0 0.0 0.1162
H 0.011 -4.250 8.808 0.0 0.0 0.0 0.1053
H 0.002 -2.537 8.353 0.0 0.0 0.0 0.1051
H -1.882 -5.754 6.153 0.0 0.0 0.0 0.0212
H -1.727 -3.204 4.792 0.0 0.0 0.0 0.1050
H -0.781 -1.966 5.607 0.0 0.0 0.0 0.1015
H 0.271 -3.601 3.629 0.0 0.0 0.0 0.1149
H 0.532 -4.637 4.994 0.0 0.0 0.0 0.1092
```
Forces are in eV/Å.

Output
- net charge = 0
- LUMO level (eV) = 0.4
- orbital gap (Eh) = 0.34657
- SMILES = CCCCCCNC(=O)[C@H](c1cc(C)cc(Cl)c1)N1CCC[S@@](=N)(=O)CC1

---

For the records above, the corresponding max |F| values read 0.010 0.026 0.011 0.001 Eh/bohr.
For the records above, the corresponding total energy values read -11768.53553 -63323.06442 -3557.33004 -1954.40133 Eh.